# 1
{
  "formula": "C35H28O7",
  "method": "ωB97M-V/def2-TZVPD",
  "smiles": "CC[C@@H](C)[C@H]1COC(=O)O1.O=C1c2ccccc2C(=O)c2ccccc21.O=C1c2ccccc2C(=O)c2ccccc21",
  "e_homo_ev": -9.577,
  "homo_lumo_gap_ev": 8.61,
  "elements": ["C", "C", "C", "C", "C", "C", "O", "C", "O", "O", "H", "H", "H", "H", "H", "H", "H", "H", "H", "H", "H", "H", "O", "C", "C", "C", "C", "C", "C", "C", "C", "O", "C", "C", "C", "C", "C", "C", "H", "H", "H", "H", "H", "H", "H", "H", "O", "C", "C", "C", "C", "C", "C", "C", "C", "O", "C", "C", "C", "C", "C", "C", "H", "H", "H", "H", "H", "H", "H", "H"],
  "coordinates": [[1.803887, -4.623031, 4.134573], [1.565763, -3.576709, 3.010902], [2.820349, -2.748673, 2.655547], [3.450462, -3.220642, 1.326258], [2.438138, -1.252916, 2.620930], [3.349663, -0.251708, 1.842463], [2.467150, 0.296552, 0.812743], [1.496258, -0.673545, 0.703982], [1.078313, -1.146100, -0.238162], [1.182700, -0.955831, 2.011001], [1.200981, -4.375937, 5.009448], [1.432787, -5.596951, 3.813277], [2.846903, -4.718340, 4.436524], [1.284932, -4.123784, 2.109293], [0.717402, -2.960261, 3.301394], [3.599657, -2.861143, 3.413950], [4.386664, -2.670065, 1.206056], [2.821011, -2.976331, 0.469579], [3.694216, -4.280070, 1.367308], [2.452942, -0.955990, 3.670766], [4.194752, -0.635261, 1.281102], [3.529361, 0.586141, 2.512828], [-4.758001, 0.270995, 1.876689], [-4.363039, 0.989704, 2.771728], [-3.007732, 1.602392, 2.714574], [-2.197374, 1.362375, 1.611348], [-0.949870, 1.956802, 1.529065], [-0.504961, 2.794560, 2.546817], [-1.301671, 3.023771, 3.655772], [-2.552408, 2.424968, 3.747321], [-3.390466, 2.665755, 4.953425], [-2.972891, 3.337269, 5.875271], [-4.753392, 2.070195, 5.001308], [-5.564569, 2.313072, 6.103256], [-6.846471, 1.791375, 6.146497], [-7.324526, 1.024488, 5.088210], [-6.515288, 0.768391, 3.994078], [-5.226161, 1.285096, 3.947757], [-2.544219, 0.714502, 0.817019], [-0.320301, 1.772082, 0.666547], [0.466674, 3.266992, 2.473574], [-0.954014, 3.671134, 4.449978], [-5.194404, 2.913110, 6.923915], [-7.478325, 1.984694, 7.004103], [-8.330271, 0.625096, 5.119977], [-6.886448, 0.169308, 3.173113], [0.293350, 2.501362, -6.864874], [0.916353, 1.538599, -6.464240], [1.136748, 1.324218, -5.009204], [0.603185, 2.227684, -4.098698], [0.769653, 2.017946, -2.739203], [1.468518, 0.903985, -2.282082], [2.016008, 0.010593, -3.186528], [1.858490, 0.218214, -4.550936], [2.467968, -0.741541, -5.510343], [3.140736, -1.673051, -5.116152], [2.229827, -0.538569, -6.965816], [2.760825, -1.444755, -7.875828], [2.520581, -1.286034, -9.230265], [1.747765, -0.220721, -9.682263], [1.227798, 0.692473, -8.780489], [1.470156, 0.540913, -7.420503], [0.055108, 3.090686, -4.453169], [0.348740, 2.721448, -2.030916], [1.587392, 0.742836, -1.235991], [2.563534, -0.852135, -2.830785], [3.357834, -2.275537, -7.523779], [2.932039, -1.995169, -9.937399], [1.553506, -0.103436, -10.740888], [0.629724, 1.522455, -9.132752]],
  "forces_ev_per_a": [[-0.57, 0.07, -0.24], [0.57, -0.75, 0.46], [-0.50, 0.18, -1.15], [0.21, 0.68, 0.59], [1.13, 0.29, 0.38], [-0.95, 0.95, 0.03], [0.40, -0.93, -0.70], [2.21, 2.72, 5.14], [-2.37, -1.92, -4.11], [-0.58, -1.58, -0.01], [0.24, 0.08, 0.13], [0.22, -0.08, 0.03], [-0.02, -0.01, -0.07], [-0.21, 0.21, -0.02], [0.10, 0.15, -0.18], [-0.19, 0.10, 0.19], [0.09, -0.26, -0.22], [-0.08, -0.33, 0.00], [-0.16, -0.06, -0.14], [-0.65, 0.29, -0.10], [0.30, -0.07, 0.59], [0.74, -0.08, -0.20], [0.02, 0.05, 0.06], [-0.12, -0.24, -0.30], [0.05, 0.08, 0.12], [0.12, -0.01, -0.15], [0.02, 0.01, 0.04], [-0.02, -0.05, -0.03], [0.17, 0.06, -0.04], [-0.07, -0.08, -0.11], [0.14, 0.23, 0.30], [-0.03, -0.04, -0.06], [-0.03, -0.08, -0.11], [-0.14, 0.02, 0.12], [0.00, -0.03, -0.06], [0.05, 0.03, 0.04], [-0.18, -0.06, 0.04], [0.04, 0.10, 0.10], [-0.11, 0.00, 0.08], [-0.02, 0.01, 0.01], [-0.01, -0.02, 0.00], [-0.12, -0.05, 0.06], [0.11, 0.01, -0.09], [0.01, 0.00, -0.02], [0.02, 0.00, 0.00], [0.14, 0.02, -0.04], [0.04, -0.07, 0.01], [-0.21, 0.33, -0.09], [0.08, -0.12, 0.02], [-0.08, 0.09, 0.16], [0.07, -0.11, -0.09], [-0.12, 0.43, -0.58], [0.02, -0.01, 0.15], [-0.08, 0.11, -0.05], [0.21, -0.30, 0.17], [-0.04, 0.06, -0.05], [-0.07, 0.11, -0.03], [0.04, -0.10, -0.15], [-0.04, 0.05, 0.01], [0.04, -0.03, 0.05], [-0.01, -0.01, -0.19], [0.06, -0.12, 0.04], [0.02, -0.07, -0.12], [0.01, 0.00, -0.02], [0.12, 0.06, 0.20], [-0.01, -0.02, -0.11], [-0.04, 0.06, 0.12], [-0.01, 0.01, 0.01], [0.01, 0.00, 0.02], [0.01, 0.04, 0.14]]
}

---

# 2
{
  "formula": "C35H29As2CaN2S2",
  "method": "ωB97M-V/def2-TZVPD",
  "e_homo_ev": -4.889,
  "homo_lumo_gap_ev": 7.28,
  "charge": -1,
  "elements": ["Ca", "C", "C", "C", "C", "C", "H", "H", "H", "H", "H", "C", "C", "As", "C", "C", "C", "C", "C", "C", "C", "C", "C", "C", "C", "C", "As", "C", "C", "C", "C", "C", "C", "C", "C", "C", "C", "C", "C", "H", "H", "H", "H", "H", "H", "H", "H", "H", "H", "H", "H", "H", "H", "H", "H", "H", "H", "H", "H", "H", "H", "H", "H", "S", "C", "S", "C", "C", "N", "C", "N"],
  "coordinates": [[3.368337, 0.500285, 2.276519], [3.174327, 2.630627, 3.941075], [4.417436, 2.032733, 4.194167], [4.189207, 0.732933, 4.670952], [2.796843, 0.525596, 4.715829], [2.172206, 1.703167, 4.265590], [3.008342, 3.659494, 3.641898], [5.377018, 2.530905, 4.144281], [4.937947, 0.049912, 5.052642], [2.293691, -0.334639, 5.143731], [1.110467, 1.911449, 4.297767], [0.651399, 0.586678, -1.251425], [0.888243, 1.932626, -0.563110], [-0.626271, 3.085829, 0.007447], [-1.981341, 2.541279, -1.319168], [-1.732093, 2.912555, -2.639369], [-2.651100, 2.652849, -3.640051], [-3.857552, 2.046897, -3.327321], [-4.117029, 1.671571, -2.021315], [-3.184052, 1.912907, -1.026992], [-1.326954, 2.158014, 1.584180], [-2.569435, 2.551945, 2.080892], [-3.112297, 1.942799, 3.197003], [-2.410836, 0.938800, 3.848869], [-1.150322, 0.582815, 3.402935], [-0.610252, 1.199237, 2.283966], [0.197865, -0.944985, -0.068648], [0.759271, -2.472217, -1.150319], [1.198476, -2.439394, -2.464608], [1.549841, -3.610257, -3.116801], [1.474581, -4.824417, -2.459287], [1.034803, -4.870667, -1.146373], [0.679755, -3.701321, -0.501813], [-1.699075, -1.154915, -0.620748], [-2.037833, -1.353950, -1.954441], [-3.345856, -1.591341, -2.333293], [-4.346257, -1.637931, -1.375530], [-4.028193, -1.432895, -0.044059], [-2.714064, -1.196374, 0.328598], [1.591425, 0.314682, -1.744820], [-0.119814, 0.681318, -2.022658], [1.458193, 2.574461, -1.248365], [1.539548, 1.810342, 0.316111], [-0.795148, 3.404086, -2.883306], [-2.432398, 2.930682, -4.662509], [-4.589337, 1.863518, -4.101850], [-5.047885, 1.181342, -1.773161], [-3.396817, 1.593488, -0.016976], [-3.104389, 3.353403, 1.580092], [-4.083010, 2.252546, 3.559421], [-2.839098, 0.449144, 4.711832], [-0.575672, -0.171954, 3.924669], [0.403371, 0.945399, 1.982332], [1.289060, -1.498285, -2.995493], [1.911102, -3.571790, -4.135316], [1.780422, -5.731771, -2.960241], [0.987205, -5.815619, -0.621711], [0.343128, -3.721608, 0.532166], [-1.263504, -1.340494, -2.712449], [-3.586785, -1.746607, -3.376866], [-5.370199, -1.829610, -1.668975], [-4.807979, -1.458825, 0.706267], [-2.468869, -1.038917, 1.373566], [4.235528, 1.046506, -0.167058], [4.116618, -0.651706, -0.429480], [3.538416, -1.689042, 0.825336], [4.481033, -1.193803, -1.655731], [4.806115, -0.379056, -2.751615], [5.037859, 0.293011, -3.659126], [4.549144, -2.578698, -1.874118], [4.633492, -3.704741, -2.103640]],
  "forces_ev_per_a": [[0.13, 0.13, -0.51], [-0.11, 0.41, -0.09], [0.44, 0.24, 0.11], [0.23, -0.25, 0.64], [-0.28, -0.17, 0.77], [-0.49, 0.13, 0.31], [0.04, -0.17, -0.10], [-0.03, -0.12, -0.21], [-0.02, 0.00, -0.18], [0.07, 0.02, -0.17], [0.10, -0.09, -0.17], [0.07, -0.06, -0.12], [-0.09, -0.05, 0.15], [-0.09, -0.19, -0.11], [0.11, 0.15, 0.04], [0.26, 0.03, 0.12], [-0.02, 0.03, -0.09], [-0.04, -0.04, -0.09], [-0.11, 0.06, -0.05], [0.08, -0.03, 0.22], [0.13, 0.06, -0.14], [0.07, 0.12, -0.14], [-0.11, 0.03, -0.01], [0.01, -0.08, 0.05], [0.04, -0.04, 0.06], [0.25, 0.13, 0.01], [-0.38, -0.04, -0.33], [0.13, -0.01, 0.13], [0.01, 0.28, -0.08], [0.01, -0.08, -0.10], [-0.02, -0.07, -0.04], [-0.04, -0.06, 0.00], [-0.09, 0.19, 0.22], [0.04, 0.06, 0.14], [0.14, 0.05, -0.13], [-0.03, -0.04, -0.07], [-0.09, -0.02, 0.02], [-0.18, -0.03, 0.03], [0.28, 0.07, 0.16], [-0.06, -0.02, 0.05], [0.11, -0.07, 0.06], [-0.07, -0.09, 0.21], [-0.15, 0.17, -0.28], [-0.02, 0.02, -0.06], [0.02, 0.03, -0.03], [-0.03, -0.04, -0.05], [-0.03, -0.02, 0.02], [-0.03, -0.04, -0.01], [-0.07, -0.07, 0.05], [-0.05, 0.01, 0.03], [-0.02, -0.02, 0.07], [0.01, -0.02, 0.02], [-0.36, -0.01, 0.00], [0.01, 0.02, 0.02], [0.04, 0.03, -0.03], [0.03, -0.04, -0.04], [0.00, -0.03, 0.03], [0.07, -0.10, -0.05], [0.00, -0.01, -0.02], [0.01, 0.00, -0.04], [-0.05, -0.01, 0.00], [-0.01, -0.01, 0.06], [-0.03, 0.01, 0.03], [0.18, 0.63, -0.32], [0.03, -0.14, 0.02], [0.08, -0.68, 0.10], [-0.23, 0.26, 0.64], [0.17, 0.57, -0.47], [0.06, 0.02, -0.17], [-0.04, -0.71, -0.08], [0.08, -0.18, -0.02]]
}

---

# 3
{
  "formula": "C35H29BrClN5O4STi",
  "method": "ωB97M-V/def2-TZVPD",
  "spin_multiplicity": 3,
  "e_homo_ev": [0.284, -2.472],
  "homo_lumo_gap_ev": [3.77, 6.53],
  "charge": -2,
  "elements": ["Ti", "Cl", "C", "C", "C", "C", "O", "C", "C", "N", "C", "C", "C", "C", "C", "C", "C", "C", "N", "C", "C", "H", "H", "H", "H", "H", "H", "H", "H", "H", "H", "O", "C", "N", "N", "C", "N", "C", "C", "C", "C", "C", "C", "S", "H", "H", "H", "H", "H", "H", "Br", "C", "C", "C", "C", "C", "C", "C", "O", "O", "H", "H", "H", "H", "C", "C", "C", "C", "H", "H", "H", "H", "H", "H", "H", "H", "H"],
  "coordinates": [[-1.346796, 0.149456, 1.358275], [-2.616735, -5.518555, -3.065815], [-2.140461, -4.359159, -1.818154], [-1.735672, -4.778771, -0.516688], [-1.332721, -3.852387, 0.435866], [-1.333492, -2.473723, 0.192237], [-0.807670, -1.667897, 1.036437], [-1.766589, -2.075220, -1.114926], [-1.533730, -0.738063, -1.646463], [-1.252767, 0.293959, -0.889988], [-1.003405, 1.553712, -1.593808], [-1.917409, 2.593694, -1.142135], [-1.853928, 3.828582, -1.739682], [-0.990334, 4.006590, -2.862074], [-0.206005, 3.010797, -3.309206], [0.572783, 3.130049, -4.470444], [1.374936, 2.072016, -4.864170], [1.289122, 0.867792, -4.210509], [0.494947, 0.624143, -3.185258], [-0.274666, 1.646186, -2.785292], [-2.010009, -3.040794, -2.152006], [-1.850732, -5.837047, -0.207163], [-0.909408, -4.138642, 1.390127], [-1.564071, -0.739595, -2.740977], [-2.648585, 2.412284, -0.390742], [-2.511237, 4.584104, -1.463903], [-0.827931, 4.973095, -3.372448], [0.542890, 4.016699, -5.085961], [2.018402, 2.233158, -5.694960], [1.977495, 0.054604, -4.324927], [-2.232329, -2.677057, -3.204480], [0.487174, -0.595734, 5.374283], [-0.037290, -0.274885, 4.343185], [-0.473248, -0.040031, 3.268543], [1.498784, -2.014288, -1.262615], [2.402716, -2.269698, -0.255937], [3.652719, -2.637445, -0.570358], [4.358521, -2.788011, 0.576683], [5.707994, -3.225930, 0.642877], [6.327548, -3.272598, 1.821337], [5.631017, -2.930405, 3.012853], [4.277016, -2.647064, 3.027380], [3.694510, -2.505814, 1.775120], [2.019197, -1.988542, 1.402506], [1.860695, -1.586510, -2.074253], [0.595414, -1.663217, -0.959166], [6.276345, -3.483885, -0.271609], [7.341327, -3.595409, 1.901403], [6.175919, -3.000417, 3.974460], [3.720443, -2.440589, 3.955444], [4.727003, 1.289467, -1.624362], [3.136307, 1.828840, -0.755490], [2.478540, 3.045714, -1.123065], [1.329123, 3.363036, -0.388655], [0.902167, 2.584422, 0.716449], [1.523316, 1.429907, 0.990179], [2.684068, 1.008707, 0.283087], [-0.310971, 3.035495, 1.549009], [-0.306534, 4.125042, 2.176957], [-1.251671, 2.146198, 1.581620], [2.857398, 3.665027, -1.919119], [0.742381, 4.201529, -0.600112], [1.230788, 0.900962, 1.922350], [3.282332, 0.129809, 0.520759], [-5.384403, 0.073695, 3.158330], [-4.211346, 0.771731, 2.579869], [-4.600124, 2.129577, 2.021135], [-3.494658, -0.063779, 1.479231], [-5.503504, 0.477938, 4.112483], [-5.339765, -1.017716, 3.298936], [-6.252308, 0.230107, 2.592596], [-3.470071, 0.889718, 3.399683], [-5.306867, 2.062198, 1.130441], [-3.822148, 2.722166, 1.554355], [-4.948815, 2.787657, 2.822563], [-4.104332, 0.155969, 0.559525], [-3.706632, -1.166960, 1.718316]],
  "forces_ev_per_a": [[-0.16, 1.41, 0.19], [0.13, 0.11, 0.45], [0.83, -0.50, 0.80], [-0.90, -0.44, -0.14], [0.01, -0.41, -0.27], [-0.69, -1.06, -2.34], [0.33, 0.52, 0.69], [0.95, -0.26, -1.19], [0.23, 0.13, 1.24], [-0.31, 0.14, -1.78], [-3.00, -0.85, 1.67], [1.66, 0.02, -1.41], [1.13, -1.32, -1.40], [-1.04, 2.17, 1.44], [0.47, -2.58, -1.54], [0.49, -0.12, -0.40], [-0.31, 0.29, -0.14], [1.13, -0.44, 0.12], [-1.00, 0.09, 0.32], [0.36, 1.26, 1.56], [-1.12, 1.14, 0.13], [0.32, 0.71, -0.47], [-0.21, -0.31, 0.06], [0.10, 0.75, 0.31], [-0.15, -0.32, 0.52], [-1.06, 1.32, 0.57], [-0.50, -0.33, 0.48], [0.04, 0.35, 0.14], [0.59, -0.23, -0.60], [0.53, -0.25, -0.93], [0.38, -0.52, 1.49], [-0.27, 0.32, 0.09], [0.57, -0.67, -0.15], [-0.50, 0.13, 0.22], [-0.37, -0.63, 2.11], [1.11, 0.10, -2.27], [-2.06, 0.38, 0.22], [1.04, -0.24, 0.47], [-0.74, 0.18, -2.53], [-0.24, 0.38, 2.59], [0.68, -0.80, 1.01], [0.45, 0.58, 0.03], [-1.41, 0.19, -0.14], [1.09, -1.05, 0.65], [0.36, 0.46, -0.92], [0.41, 0.13, -0.29], [-0.69, 0.20, 0.45], [0.60, -0.07, 0.01], [-0.38, 0.06, -0.64], [0.37, -0.11, -0.56], [0.20, 0.07, -0.29], [-0.94, 0.59, 0.53], [-0.44, -1.52, 1.33], [1.26, -1.13, 0.64], [-0.93, 2.27, -1.26], [1.82, -2.25, 1.40], [-0.23, 1.27, -0.68], [0.37, 1.20, 1.20], [-0.05, -2.21, -1.69], [0.27, 0.06, 0.17], [-0.10, -0.01, -0.17], [-0.56, 1.32, -0.51], [0.17, 0.02, -0.80], [-0.42, 0.28, 0.13], [0.12, -1.30, 0.27], [2.35, -0.48, -0.97], [-0.56, 0.65, -0.82], [-1.10, -0.70, -0.16], [-0.84, 0.69, 1.84], [0.62, 0.26, -0.19], [-1.47, 0.41, -0.94], [-0.33, 0.31, -0.30], [0.14, -0.22, 1.41], [0.89, -0.34, 0.25], [-0.61, -0.04, -0.17], [0.67, -0.39, 0.20], [0.45, 1.14, -0.38]]
}